[1]
The following is a DFT calculation (the ωB97M-V functional and the def2-TZVPD basis) of C21H41N8OPSr as an isolated structure.

Computed properties:
Total charge = +2
LUMO = -5.912 eV
Frontier orbital gap = 0.298 Eh

Element x y z (Å)
Sr (0.155, -0.934, -0.728)
C (4.466, 0.173, -2.403)
C (2.990, -0.010, -2.225)
N (2.395, -1.117, -2.033)
C (3.052, -2.415, -1.941)
C (2.071, -3.557, -2.307)
N (0.669, -3.149, -2.113)
C (-0.334, -4.202, -1.866)
C (-1.532, -3.583, -1.156)
N (-2.127, -2.499, -1.915)
C (-3.019, -1.592, -1.213)
C (-3.129, -0.264, -1.949)
N (-1.803, 0.348, -1.975)
C (-1.568, 1.513, -2.426)
C (-2.584, 2.472, -2.959)
C (-0.116, 1.938, -2.451)
C (0.288, 3.244, -2.706)
C (1.646, 3.512, -2.767)
C (2.565, 2.486, -2.597)
C (2.088, 1.204, -2.347)
N (0.778, 0.967, -2.270)
H (5.024, -0.644, -1.954)
H (4.813, 1.103, -1.958)
H (4.708, 0.210, -3.469)
H (3.398, -2.548, -0.911)
H (3.934, -2.470, -2.581)
H (2.276, -4.417, -1.670)
H (2.248, -3.880, -3.335)
H (0.407, -2.668, -2.970)
H (0.107, -4.956, -1.214)
H (-0.648, -4.702, -2.785)
H (-1.199, -3.245, -0.151)
H (-2.285, -4.350, -0.959)
H (-1.546, -2.050, -2.604)
H (-2.662, -1.388, -0.186)
H (-4.008, -2.042, -1.104)
H (-3.861, 0.375, -1.450)
H (-3.477, -0.434, -2.973)
H (-3.581, 2.043, -2.972)
H (-2.326, 2.779, -3.974)
H (-2.608, 3.374, -2.344)
H (-0.434, 4.032, -2.866)
H (1.992, 4.517, -2.967)
H (3.622, 2.690, -2.678)
C (-1.930, 2.308, 3.882)
N (-1.694, 1.405, 2.756)
C (-2.430, 1.764, 1.553)
P (-0.435, 0.346, 2.727)
O (-0.533, -0.475, 1.469)
N (-0.481, -0.386, 4.181)
C (0.675, -1.121, 4.699)
C (-1.749, -0.887, 4.725)
N (1.073, 1.047, 2.678)
C (1.446, 2.025, 3.703)
C (1.773, 1.238, 1.423)
H (-2.997, 2.335, 4.113)
H (-1.606, 3.326, 3.650)
H (-1.397, 1.966, 4.765)
H (-3.485, 1.891, 1.802)
H (-2.342, 0.974, 0.811)
H (-2.070, 2.706, 1.124)
H (1.603, -0.655, 4.380)
H (0.668, -2.162, 4.362)
H (0.635, -1.114, 5.787)
H (-2.582, -0.276, 4.392)
H (-1.703, -0.853, 5.813)
H (-1.927, -1.921, 4.419)
H (0.961, 1.779, 4.645)
H (1.165, 3.044, 3.422)
H (2.524, 1.996, 3.860)
H (1.790, 0.324, 0.817)
H (2.820, 1.446, 1.651)
H (1.387, 2.067, 0.815)

[2]
The following is a DFT calculation (the ωB97M-V functional and the def2-TZVPD basis) of C21H42BCrF3N3O7SSbSi3 as an isolated structure in a non-equilibrium geometry.

Computed properties:
Relative energy (zero: lowest compared OMol25 entry of this formula, charge and spin) = 170.8 kcal/mol
LUMO (alpha / beta) = 0.419 / -2.763 eV
Frontier orbital gap (alpha / beta) = 0.297 / 0.180 Eh
2S+1 = 5

Element x y z (Å)
Cr (-0.435, 1.170, 0.782)
C (-4.512, 0.487, 4.087)
O (-3.715, 0.117, 2.975)
C (-2.404, 0.362, 2.952)
O (-1.752, -0.063, 2.004)
N (-1.829, 0.929, 4.036)
N (-0.439, 1.105, 3.970)
H (-5.489, 0.050, 3.888)
H (-4.611, 1.573, 4.165)
H (-4.115, 0.077, 5.019)
H (-2.368, 1.563, 4.619)
H (-0.024, 0.803, 4.848)
H (-0.158, 2.104, 3.805)
F (1.503, 4.345, 2.410)
C (1.085, 3.244, 3.117)
F (2.209, 2.893, 3.857)
F (1.165, 2.183, 2.058)
S (-0.763, 3.828, 1.117)
O (-0.826, 3.874, -0.644)
O (-1.529, 4.989, 1.499)
O (-1.629, 2.587, 1.363)
O (-1.646, 1.199, -1.955)
B (-1.597, 0.547, -0.740)
O (-2.449, -0.556, -0.765)
C (-3.064, -0.538, -1.984)
C (-3.996, -1.402, -2.523)
C (-4.413, -1.142, -3.822)
C (-3.906, -0.077, -4.552)
C (-2.961, 0.787, -4.015)
C (-2.561, 0.541, -2.719)
H (-4.381, -2.239, -1.962)
H (-5.147, -1.791, -4.274)
H (-4.251, 0.084, -5.562)
H (-2.554, 1.614, -4.574)
C (3.740, 1.295, -0.019)
Si (3.358, -0.323, 0.921)
C (4.539, -1.748, 0.411)
C (3.375, -0.251, 2.839)
Sb (0.863, -0.853, 0.093)
Si (0.024, -3.000, 1.314)
C (-0.132, -2.555, 3.172)
C (-1.686, -3.557, 0.652)
C (1.364, -4.357, 1.105)
Si (1.201, -1.622, -2.419)
C (-0.300, -2.752, -2.862)
C (1.258, -0.033, -3.494)
C (2.780, -2.675, -2.775)
H (4.496, 1.902, 0.467)
H (2.820, 1.879, -0.075)
H (4.065, 1.092, -1.037)
H (5.539, -1.561, 0.785)
H (4.605, -1.859, -0.662)
H (4.210, -2.695, 0.820)
H (4.384, -0.120, 3.220)
H (2.976, -1.169, 3.266)
H (2.781, 0.581, 3.206)
H (-1.029, -1.964, 3.323)
H (0.714, -1.956, 3.500)
H (-0.200, -3.431, 3.809)
H (-2.310, -2.679, 0.501)
H (-2.192, -4.207, 1.360)
H (-1.610, -4.087, -0.292)
H (2.193, -4.182, 1.781)
H (1.760, -4.373, 0.097)
H (0.966, -5.342, 1.324)
H (-1.175, -2.481, -2.278)
H (-0.079, -3.798, -2.666)
H (-0.571, -2.666, -3.910)
H (0.463, 0.640, -3.185)
H (1.142, -0.235, -4.554)
H (2.196, 0.499, -3.354)
H (2.965, -3.401, -1.992)
H (3.664, -2.055, -2.872)
H (2.664, -3.220, -3.706)
C (0.809, 5.278, -2.322)
C (1.047, 3.782, -2.189)
C (0.226, 3.168, -1.067)
N (0.536, 2.060, -0.567)
H (1.470, 5.697, -3.079)
H (0.996, 5.775, -1.373)
H (-0.223, 5.475, -2.599)
H (2.100, 3.572, -1.986)
H (0.781, 3.263, -3.115)

[3]
The following is a DFT calculation (the ωB97M-V functional and the def2-TZVPD basis) of C21H42BCrF3N3O7SSbSi3 as an isolated structure in a non-equilibrium geometry.

Computed properties:
Relative energy (zero: lowest compared OMol25 entry of this formula, charge and spin) = 58.4 kcal/mol
LUMO (alpha / beta) = 0.522 / 0.523 eV
Frontier orbital gap (alpha / beta) = 0.301 / 0.293 Eh
2S+1 = 5

Element x y z (Å)
Cr (1.008, 0.645, -0.538)
C (1.835, 1.280, -5.186)
O (1.998, 0.383, -4.082)
C (0.938, -0.090, -3.432)
O (1.103, -0.755, -2.424)
N (-0.288, 0.167, -3.968)
N (-1.415, -0.317, -3.280)
H (2.839, 1.537, -5.503)
H (1.342, 2.201, -4.867)
H (1.295, 0.799, -6.001)
H (-0.394, 1.005, -4.517)
H (-2.058, -0.708, -3.955)
H (-1.848, 0.440, -2.758)
F (3.068, 3.177, 0.537)
C (3.370, 3.777, -0.631)
F (2.624, 4.872, -0.740)
F (4.652, 4.137, -0.591)
S (3.077, 2.592, -2.006)
O (3.291, 3.333, -3.214)
O (1.636, 2.218, -1.800)
O (3.985, 1.528, -1.675)
O (-1.146, 2.997, 0.420)
B (-0.825, 1.995, -0.513)
O (-1.771, 2.114, -1.580)
C (-2.604, 3.166, -1.278)
C (-3.669, 3.664, -1.992)
C (-4.351, 4.745, -1.433)
C (-3.963, 5.286, -0.212)
C (-2.882, 4.768, 0.500)
C (-2.217, 3.701, -0.062)
H (-3.960, 3.235, -2.942)
H (-5.194, 5.172, -1.960)
H (-4.512, 6.126, 0.194)
H (-2.572, 5.182, 1.451)
C (1.937, -2.575, 3.125)
Si (0.416, -1.487, 3.198)
C (-0.807, -2.229, 4.406)
C (0.915, 0.214, 3.788)
Sb (-0.523, -1.233, 0.843)
Si (-3.068, -1.032, 0.969)
C (-3.556, 0.688, 1.504)
C (-3.744, -1.363, -0.751)
C (-3.747, -2.280, 2.187)
Si (-0.099, -3.539, -0.172)
C (-1.006, -3.635, -1.804)
C (1.741, -3.643, -0.489)
C (-0.665, -4.919, 0.963)
H (2.446, -2.513, 4.093)
H (2.634, -2.252, 2.349)
H (1.683, -3.624, 2.949)
H (-0.279, -2.498, 5.329)
H (-1.280, -3.133, 4.015)
H (-1.589, -1.514, 4.671)
H (1.424, 0.141, 4.754)
H (0.044, 0.861, 3.913)
H (1.591, 0.696, 3.076)
H (-3.345, 1.416, 0.719)
H (-3.048, 1.010, 2.417)
H (-4.636, 0.709, 1.688)
H (-4.313, -0.488, -1.084)
H (-4.423, -2.222, -0.745)
H (-2.958, -1.550, -1.483)
H (-3.463, -2.045, 3.214)
H (-3.413, -3.295, 1.959)
H (-4.842, -2.269, 2.132)
H (-0.886, -2.701, -2.359)
H (-2.072, -3.838, -1.674)
H (-0.578, -4.450, -2.397)
H (2.092, -2.723, -0.962)
H (1.937, -4.473, -1.175)
H (2.319, -3.817, 0.422)
H (-1.754, -4.906, 1.065)
H (-0.229, -4.840, 1.963)
H (-0.382, -5.893, 0.548)
C (5.702, 0.887, 2.149)
C (5.439, -0.115, 1.022)
C (4.030, -0.153, 0.647)
N (2.927, -0.185, 0.349)
H (6.761, 0.889, 2.399)
H (5.137, 0.626, 3.044)
H (5.418, 1.891, 1.841)
H (5.738, -1.126, 1.302)
H (5.985, 0.157, 0.118)

[4]
The following is a DFT calculation (the ωB97M-V functional and the def2-TZVPD basis) of a 3-piece molecular cluster, C21H42Br2N2O8S2 overall in a non-equilibrium geometry.

Computed properties:
Structure (SMILES) = C[C@@H](COC(=O)CSC(=O)O[C@@](C)(Br)CCCBr)OC(=O)CS.COC[C@@H](C)N.COC[C@@H](C)N
LUMO = 0.328 eV
Frontier orbital gap = 0.338 Eh

Element x y z (Å)
C (2.126, -3.226, 5.410)
C (2.502, -2.075, 4.334)
C (3.484, -0.994, 5.034)
O (3.025, 0.364, 4.871)
C (3.479, 0.936, 3.678)
O (4.424, 0.545, 2.987)
C (2.713, 2.269, 3.211)
S (2.263, 2.261, 1.422)
C (0.447, 1.885, 1.278)
O (-0.074, 2.173, 0.197)
O (-0.126, 1.261, 2.397)
C (-1.561, 1.170, 2.366)
C (-1.974, 0.537, 3.798)
Br (-2.513, 2.914, 2.292)
C (-2.116, 0.103, 1.279)
C (-1.059, -1.035, 0.939)
C (-1.561, -2.117, -0.120)
Br (-3.471, -2.617, 0.044)
O (3.120, -2.767, 3.229)
C (3.036, -2.036, 2.033)
O (2.135, -1.255, 1.715)
C (4.209, -2.271, 0.961)
S (3.379, -2.909, -0.600)
H (1.088, -3.599, 5.110)
H (2.847, -4.100, 5.328)
H (2.032, -2.828, 6.463)
H (1.523, -1.561, 4.092)
H (3.404, -1.222, 6.154)
H (4.576, -1.162, 4.772)
H (3.462, 3.117, 3.374)
H (1.810, 2.445, 3.869)
H (-1.727, 1.362, 4.557)
H (-1.359, -0.377, 4.059)
H (-3.096, 0.385, 3.871)
H (-3.029, -0.377, 1.768)
H (-2.467, 0.652, 0.349)
H (-0.064, -0.633, 0.535)
H (-0.769, -1.617, 1.884)
H (-0.909, -3.051, -0.021)
H (-1.376, -1.735, -1.179)
H (4.981, -3.021, 1.344)
H (4.731, -1.276, 0.763)
H (2.506, -3.921, -0.184)
C (-4.447, -4.612, -5.748)
C (-4.109, -3.921, -4.431)
C (-2.749, -3.195, -4.443)
O (-1.620, -4.055, -4.334)
C (-1.228, -4.669, -5.549)
N (-4.183, -4.903, -3.344)
H (-3.898, -5.545, -5.885)
H (-5.511, -4.861, -5.783)
H (-4.232, -3.961, -6.600)
H (-4.880, -3.162, -4.257)
H (-2.707, -2.544, -3.563)
H (-2.651, -2.540, -5.318)
H (-1.386, -4.017, -6.412)
H (-1.760, -5.614, -5.684)
H (-0.164, -4.902, -5.482)
H (-4.057, -4.419, -2.458)
H (-3.356, -5.496, -3.414)
C (-0.158, 6.058, -0.100)
C (-0.207, 5.158, -1.326)
C (1.127, 5.084, -2.094)
O (1.413, 6.228, -2.893)
C (1.960, 7.322, -2.179)
N (-1.305, 5.595, -2.198)
H (-0.194, 7.121, -0.347)
H (-1.015, 5.854, 0.546)
H (0.750, 5.875, 0.481)
H (-0.435, 4.149, -0.971)
H (1.065, 4.246, -2.796)
H (1.966, 4.865, -1.422)
H (2.613, 6.998, -1.364)
H (1.162, 7.961, -1.795)
H (2.550, 7.921, -2.877)
H (-1.399, 4.930, -2.963)
H (-1.002, 6.452, -2.661)

[5]
The following is a DFT calculation (the ωB97M-V functional and the def2-TZVPD basis) of C21H42Br6N14O11 as an isolated structure in a non-equilibrium geometry.

Computed properties:
LUMO = 0.015 eV
Frontier orbital gap = 0.292 Eh

Element x y z (Å)
C (2.889, -3.380, -2.606)
Br (2.393, -2.809, -0.814)
Br (4.795, -3.693, -2.755)
Br (2.250, -2.112, -3.945)
H (2.394, -4.325, -2.792)
C (-1.675, -4.012, -5.255)
Br (-3.334, -4.985, -5.640)
Br (-0.789, -4.590, -3.578)
Br (-1.792, -2.061, -5.354)
H (-1.011, -4.313, -6.053)
C (1.184, -2.916, 5.178)
C (0.735, -2.064, 4.143)
C (1.459, -2.049, 2.967)
C (2.668, -2.695, 2.804)
C (3.203, -3.403, 3.884)
C (2.437, -3.475, 5.038)
O (3.026, -4.154, 6.098)
O (0.918, -1.342, 1.900)
H (0.554, -3.116, 6.034)
H (-0.232, -1.614, 4.306)
H (3.256, -2.643, 1.898)
H (4.129, -3.957, 3.852)
H (2.325, -4.357, 6.726)
H (0.050, -0.963, 2.171)
C (0.361, 3.662, 0.998)
C (1.196, 4.051, 2.047)
C (1.160, 3.284, 3.218)
C (0.302, 2.191, 3.366)
C (-0.527, 1.833, 2.306)
C (-0.553, 2.638, 1.190)
O (-1.542, 2.366, 0.268)
O (1.992, 3.533, 4.289)
H (0.291, 4.343, 0.159)
H (1.883, 4.883, 1.979)
H (0.307, 1.646, 4.299)
H (-1.244, 1.029, 2.394)
H (-1.509, 2.988, -0.489)
H (2.778, 4.019, 4.024)
C (3.594, 1.236, 0.998)
O (4.166, 2.221, 0.536)
N (3.554, 0.985, 2.317)
N (3.074, 0.241, 0.227)
H (3.788, 1.672, 3.010)
H (2.956, 0.217, 2.576)
H (2.394, -0.412, 0.566)
H (3.319, 0.410, -0.734)
C (-1.145, 4.530, -2.587)
O (-1.722, 3.557, -2.066)
N (-1.663, 5.772, -2.552)
N (-0.067, 4.402, -3.397)
H (-1.027, 6.529, -2.721)
H (-2.548, 5.890, -2.090)
H (0.390, 3.475, -3.473)
H (0.248, 5.198, -3.916)
C (-0.857, -0.740, -1.623)
O (-0.674, -1.869, -2.063)
N (-1.497, 0.264, -2.292)
N (-0.471, -0.438, -0.362)
H (-1.905, 1.090, -1.889)
H (-1.769, -0.015, -3.218)
H (0.041, -1.134, 0.146)
H (-0.736, 0.433, 0.067)
C (-2.670, -0.357, 1.785)
O (-1.619, -0.622, 2.371)
N (-2.961, -0.740, 0.504)
N (-3.506, 0.563, 2.278)
H (-3.891, -0.713, 0.131)
H (-2.195, -1.282, 0.131)
H (-4.479, 0.608, 2.030)
H (-3.241, 1.048, 3.117)
C (-5.201, 2.062, -2.875)
O (-5.194, 1.965, -1.653)
N (-6.134, 1.438, -3.650)
N (-4.259, 2.731, -3.591)
H (-6.782, 0.919, -3.081)
H (-6.257, 1.762, -4.588)
H (-3.464, 3.022, -3.038)
H (-4.448, 2.970, -4.544)
C (0.274, -5.422, 0.909)
O (1.399, -5.719, 0.528)
N (-0.693, -6.363, 1.098)
N (-0.167, -4.141, 0.978)
H (-1.580, -6.195, 1.529)
H (-0.328, -7.278, 0.892)
H (-1.141, -4.102, 1.214)
H (0.319, -3.414, 0.474)
C (2.190, 2.000, -2.478)
O (1.459, 2.119, -3.474)
N (3.524, 2.101, -2.590)
N (1.722, 1.959, -1.221)
H (3.954, 2.165, -3.495)
H (4.128, 2.369, -1.832)
H (0.740, 1.745, -1.147)
H (2.331, 1.847, -0.424)

[6]
The following is a DFT calculation (the ωB97M-V functional and the def2-TZVPD basis) of C21H42CeF9N4O2S as an isolated structure in a non-equilibrium geometry.

Computed properties:
Total charge = +2
Relative energy (zero: lowest compared OMol25 entry of this formula, charge and spin) = 24.3 kcal/mol
LUMO (alpha / beta) = -5.404 / -5.404 eV
Frontier orbital gap (alpha / beta) = 0.354 / 0.354 Eh
2S+1 = 2

Element x y z (Å)
Ce (-0.625, 0.993, 1.680)
C (-2.578, 1.706, -0.847)
N (-2.655, 0.594, 0.106)
C (-2.346, -0.659, -0.603)
C (-3.970, 0.461, 0.850)
C (-3.778, 0.017, 2.363)
N (-2.907, 0.925, 3.108)
C (-2.529, 0.443, 4.485)
C (-3.435, 2.312, 3.257)
H (-3.168, 1.530, -1.753)
H (-1.552, 1.874, -1.204)
H (-2.922, 2.630, -0.382)
H (-3.032, -0.931, -1.398)
H (-2.386, -1.482, 0.143)
H (-1.328, -0.613, -1.012)
H (-4.557, -0.329, 0.324)
H (-4.513, 1.408, 0.772)
H (-3.244, -0.979, 2.369)
H (-4.731, -0.145, 2.821)
H (-3.455, 0.434, 5.063)
H (-1.794, 1.135, 4.980)
H (-2.075, -0.592, 4.498)
H (-4.244, 2.324, 3.995)
H (-3.799, 2.659, 2.301)
H (-2.610, 2.848, 3.676)
C (1.624, -2.267, 2.821)
C (0.492, -1.629, 3.551)
O (-0.580, -1.192, 2.596)
H (2.511, -2.425, 3.474)
H (1.948, -1.692, 1.930)
H (1.286, -3.222, 2.464)
H (0.832, -0.730, 4.122)
H (0.024, -2.255, 4.310)
H (-0.865, -2.010, 2.165)
C (2.568, 0.061, -6.924)
C (2.251, 0.667, -5.545)
C (0.773, 0.292, -5.218)
C (0.296, 0.448, -3.802)
N (1.337, 0.384, -2.793)
C (1.356, -0.349, -1.647)
S (1.502, 0.394, -0.019)
N (1.305, -1.650, -1.662)
C (1.286, -2.631, -2.803)
C (1.596, -4.007, -2.285)
C (2.001, -5.104, -3.288)
C (3.337, -4.864, -3.995)
H (3.628, 0.264, -7.211)
H (1.869, 0.522, -7.615)
H (2.489, -1.019, -7.097)
H (2.389, 1.738, -5.447)
H (2.979, 0.228, -4.869)
H (0.710, -0.748, -5.536)
H (0.028, 0.802, -5.836)
H (-0.419, -0.331, -3.702)
H (-0.343, 1.330, -3.607)
H (1.898, 1.242, -2.744)
H (1.281, -2.161, -0.794)
H (2.030, -2.312, -3.601)
H (0.236, -2.587, -3.257)
H (0.658, -4.357, -1.771)
H (2.344, -3.948, -1.475)
H (1.166, -5.269, -4.033)
H (2.027, -6.023, -2.644)
H (3.065, -4.165, -4.804)
H (3.671, -5.780, -4.481)
H (4.111, -4.448, -3.345)
F (1.707, 1.606, 4.827)
C (1.013, 2.772, 5.143)
F (-0.114, 2.324, 5.784)
F (1.743, 3.528, 6.020)
C (0.613, 3.458, 3.815)
O (-0.026, 2.606, 2.893)
C (-0.287, 4.655, 4.193)
F (0.232, 5.467, 5.067)
F (-1.502, 4.231, 4.607)
F (-0.532, 5.363, 3.070)
C (1.894, 3.950, 3.038)
F (1.576, 4.323, 1.777)
F (2.446, 4.993, 3.683)
F (2.773, 2.964, 2.907)